21
Properties=species:S:1:pos:R:3 method="wB97M-V/def2-TZVPD" charge=-1 homo_lumo_gap_ev=7.180 total_energy_ev=-10529.1552 homo_ev=-3.79
C 1.160 0.898 1.687
C 0.254 0.712 2.875
C 0.744 2.104 0.862
H 2.209 0.963 1.987
H 1.153 -0.019 1.088
H 0.279 -0.305 3.278
H -0.241 1.995 0.421
H -0.827 0.832 2.728
H 0.484 1.462 3.643
H 0.830 3.029 1.443
H 1.388 2.298 -0.004
C -0.468 -1.560 -1.467
C -1.883 -1.420 -1.973
C 0.538 -1.226 -2.591
O 0.269 -0.168 -3.216
O 1.491 -2.008 -2.815
H -0.253 -0.929 -0.601
H -0.326 -2.558 -1.019
H -2.100 -1.979 -2.882
H -2.072 -0.374 -2.212
H -2.629 -1.747 -1.233